Record 1
ORCA calculation (the ωB97M-V functional and the def2-TZVPD basis) on a structure of composition C42H30IrN4O4S2.

```
! wB97M-V def2-TZVPD RIJCOSX def2/J DEFGRID3
* xyz 2 6
Ir 0.95 0.50 -3.24
C -6.10 4.55 0.73
C -4.87 3.75 0.38
C -3.67 4.38 0.07
C -2.56 3.67 -0.32
C -2.65 2.28 -0.38
C -3.84 1.61 -0.09
C -4.94 2.35 0.31
S -1.30 1.26 -0.90
O -0.61 1.94 -2.07
C -0.21 1.55 0.51
C 0.70 2.58 0.45
C 1.55 2.80 1.54
C 1.50 1.96 2.67
C 2.39 2.15 3.74
C 2.38 1.30 4.84
C 1.49 0.23 4.88
C 0.61 0.01 3.83
C 0.59 0.87 2.71
C -0.26 0.64 1.61
C -1.15 -0.56 1.51
C -2.34 -0.68 2.28
C -2.72 0.26 3.27
C -3.89 0.12 3.95
C -4.75 -0.97 3.68
C -4.41 -1.89 2.73
C -3.20 -1.77 2.00
C -2.86 -2.71 1.00
C -1.71 -2.60 0.28
C -0.85 -1.52 0.55
S 0.68 -1.28 -0.37
O 0.23 -1.15 -1.85
C 1.39 -2.89 -0.22
C 2.01 -3.21 0.98
C 2.56 -4.48 1.12
C 2.51 -5.40 0.08
C 3.17 -6.75 0.21
C 1.89 -5.04 -1.11
C 1.34 -3.78 -1.28
H -5.84 5.51 1.17
H -6.75 4.01 1.41
H -6.67 4.74 -0.18
H -3.61 5.46 0.12
H -1.64 4.17 -0.59
H -3.90 0.54 -0.18
H -5.86 1.85 0.55
H 0.73 3.21 -0.43
H 2.25 3.62 1.52
H 3.10 2.97 3.69
H 3.07 1.46 5.66
H 1.49 -0.43 5.74
H -0.07 -0.83 3.86
H -2.08 1.11 3.47
H -4.17 0.84 4.71
H -5.67 -1.08 4.24
H -5.08 -2.72 2.50
H -3.54 -3.54 0.81
H -1.43 -3.33 -0.47
H 2.08 -2.49 1.78
H 3.04 -4.75 2.05
H 3.56 -6.92 1.21
H 4.00 -6.83 -0.50
H 2.47 -7.55 -0.03
H 1.83 -5.75 -1.93
H 0.87 -3.49 -2.21
O 4.12 -0.65 -0.85
C 3.49 -0.15 -1.75
O 2.36 0.52 -1.61
C 3.98 -0.22 -3.18
C 5.24 -0.66 -3.51
C 5.60 -0.66 -4.86
C 4.68 -0.22 -5.80
C 3.43 0.19 -5.39
N 3.09 0.17 -4.09
H 5.91 -0.98 -2.73
H 6.58 -1.00 -5.16
H 4.93 -0.19 -6.86
H 2.68 0.54 -6.09
N 0.49 1.58 -4.79
C 0.43 2.73 -5.15
N 0.30 3.83 -5.63
C 0.61 5.10 -5.40
N 0.86 6.20 -5.19
*
```

Computed properties:
Frontier orbital gap (alpha / beta) in eV: 7.11 / 4.28
LUMO energy (alpha / beta) in eV: -6.4570 / -9.2937
Energy above the lowest of the compared OMol25 structures with the same formula, charge and spin in kcal per mole: 0.00

***

Record 2
ORCA calculation (the ωB97M-V functional and the def2-TZVPD basis) on a structure of composition C36H32BrCl2F4N7O3PRe.

```
! wB97M-V def2-TZVPD RIJCOSX def2/J DEFGRID3
* xyz 3 2
Re -1.23 0.19 -0.15
F 4.96 -3.18 -3.82
C 3.93 -2.84 -3.07
C 3.46 -3.70 -2.10
F 4.03 -4.86 -1.90
C 2.37 -3.31 -1.33
F 1.98 -4.15 -0.38
C 1.72 -2.08 -1.49
P 0.25 -1.82 -0.42
C 0.98 -1.92 1.25
C 0.20 -2.18 2.38
C 0.76 -2.10 3.65
C 2.09 -1.73 3.82
C 2.87 -1.46 2.70
C 2.32 -1.55 1.43
C -0.77 -3.28 -0.75
C -0.81 -4.41 0.06
C -1.61 -5.48 -0.30
C -2.37 -5.44 -1.46
C -2.31 -4.32 -2.28
C -1.52 -3.24 -1.93
C 2.24 -1.23 -2.47
Br 1.56 0.49 -2.80
C 3.32 -1.60 -3.25
F 3.81 -0.78 -4.16
H -0.84 -2.46 2.27
H 0.15 -2.33 4.51
H 2.52 -1.68 4.81
H 3.91 -1.19 2.82
H 2.95 -1.35 0.57
H -0.20 -4.48 0.94
H -1.64 -6.36 0.33
H -2.98 -6.28 -1.74
H -2.88 -4.30 -3.21
H -1.47 -2.38 -2.59
Cl -3.73 -3.37 2.12
C -4.11 -1.71 2.14
C -5.24 -1.25 2.84
C -5.57 0.08 2.87
Cl -6.95 0.60 3.74
C -4.77 1.04 2.17
C -5.01 2.43 2.12
C -4.17 3.23 1.39
C -3.08 2.67 0.72
N -2.82 1.37 0.77
C -3.65 0.56 1.49
C -3.32 -0.80 1.47
O -2.19 -1.13 0.78
H -5.86 -1.97 3.37
H -5.86 2.85 2.64
H -4.33 4.30 1.32
H -2.43 3.27 0.10
N 0.14 1.05 1.30
C 1.04 2.09 0.73
C 1.36 3.14 1.80
C 2.18 4.39 1.46
C 3.62 4.20 0.97
N 3.65 4.00 -0.48
C 4.76 3.98 -1.21
N 5.95 4.04 -0.62
N 4.69 3.86 -2.53
C 0.41 2.60 -0.56
O 0.82 3.56 -1.17
O -0.59 1.85 -1.00
H -0.39 1.48 2.06
H 0.72 0.32 1.74
H 1.95 1.57 0.40
H 1.86 2.61 2.62
H 0.41 3.50 2.21
H 2.25 4.96 2.39
H 1.64 5.03 0.76
H 4.10 3.36 1.47
H 4.17 5.11 1.21
H 2.75 4.01 -0.96
H 6.04 4.24 0.36
H 6.80 4.09 -1.17
H 3.79 3.89 -3.00
H 5.51 3.95 -3.11
N -4.08 -0.10 -3.24
C -2.98 -0.04 -4.05
C -1.91 0.04 -3.23
N -2.36 0.04 -1.92
C -3.68 -0.04 -1.97
H -5.04 -0.17 -3.54
H -3.05 -0.05 -5.12
H -0.86 0.11 -3.47
H -4.35 -0.07 -1.12
*
```

Computed properties:
Frontier orbital gap (alpha / beta) in eV: 6.43 / 6.76
LUMO energy (alpha / beta) in eV: -9.4818 / -9.0788
Energy above the lowest of the compared OMol25 structures with the same formula, charge and spin in kcal per mole: 6.60

***

Record 3
ORCA calculation (the ωB97M-V functional and the def2-TZVPD basis) on a structure of composition C52H40CoN2O2P2S6.

```
! wB97M-V def2-TZVPD RIJCOSX def2/J DEFGRID3
* xyz 0 2
Co 0.70 -0.05 0.21
O -0.42 2.82 -0.50
S -0.59 1.39 -0.86
C -2.29 1.04 -0.40
C -3.28 0.76 -1.31
C -4.66 0.90 -1.00
C -4.99 1.43 0.22
C -6.31 1.89 0.79
C -5.99 2.33 2.25
C -4.48 2.24 2.34
C -3.60 2.59 3.33
C -2.24 2.22 3.18
C -1.75 1.58 2.06
P -0.12 0.74 2.19
C 0.86 2.02 3.07
C 0.89 3.31 2.54
C 1.60 4.31 3.19
C 2.28 4.03 4.37
C 2.24 2.76 4.91
C 1.52 1.75 4.27
C -0.42 -0.54 3.49
C 0.64 -1.61 3.70
C 0.27 -2.76 4.70
C -1.00 -2.59 5.46
C -1.86 -1.62 5.18
C -1.58 -0.62 4.14
C -2.61 1.40 0.94
C -3.97 1.67 1.16
C -0.68 1.38 -2.65
C -1.42 2.44 -3.12
C -1.65 2.66 -4.49
C -1.09 1.79 -5.38
C -1.15 1.75 -6.89
C -0.25 0.55 -7.29
C 0.27 0.01 -5.97
C 1.14 -1.01 -5.70
C 1.43 -1.28 -4.35
C 0.90 -0.60 -3.28
P 1.36 -1.22 -1.61
C 0.63 -2.89 -1.64
C 1.11 -3.87 -0.76
C 0.46 -5.09 -0.65
C -0.67 -5.35 -1.42
C -1.15 -4.38 -2.29
C -0.50 -3.16 -2.39
C 3.17 -1.50 -1.82
C 4.02 -0.40 -1.69
C 5.39 -0.55 -1.83
C 5.93 -1.80 -2.09
C 5.09 -2.89 -2.25
C 3.72 -2.74 -2.11
C -0.01 0.48 -3.54
C -0.27 0.74 -4.90
H -3.02 0.45 -2.31
H -5.40 0.67 -1.75
H -7.08 1.12 0.75
H -6.69 2.74 0.21
H -6.44 1.65 2.97
H -6.36 3.33 2.47
H -3.93 3.07 4.24
H -1.57 2.39 4.01
H 0.36 3.52 1.62
H 1.61 5.31 2.78
H 2.82 4.82 4.89
H 2.75 2.54 5.84
H 1.47 0.77 4.71
H 1.58 -1.15 4.01
H 1.08 -2.90 5.41
H -1.21 -3.34 6.21
H -2.81 -1.55 5.70
H -2.37 0.08 3.93
H -1.85 3.12 -2.39
H -2.25 3.50 -4.81
H -0.79 2.68 -7.32
H -2.17 1.62 -7.23
H 0.57 0.85 -7.94
H -0.81 -0.22 -7.82
H 1.59 -1.60 -6.49
H 2.13 -2.09 -4.14
H 1.95 -3.66 -0.12
H 0.82 -5.82 0.06
H -1.18 -6.30 -1.32
H -2.04 -4.57 -2.87
H -0.91 -2.40 -3.06
H 3.59 0.57 -1.50
H 6.04 0.31 -1.72
H 7.01 -1.92 -2.18
H 5.51 -3.87 -2.47
H 3.08 -3.61 -2.24
S 0.13 -5.60 4.81
C 0.27 -4.11 3.89
S -1.08 -3.93 2.61
C -0.37 -2.66 1.75
C 0.99 -2.31 2.34
S 2.14 -1.36 1.33
S 1.75 -3.88 2.86
S -1.19 -1.78 0.61
N 3.83 1.52 1.47
C 3.12 2.16 0.52
N 3.48 3.43 0.20
O 2.20 1.59 -0.08
H 4.65 1.92 1.90
H 3.59 0.56 1.68
H 4.02 3.97 0.84
H 2.80 3.92 -0.35
*
```

Computed properties:
Frontier orbital gap (alpha / beta) in eV: 5.66 / 5.68
LUMO energy (alpha / beta) in eV: -0.4065 / -0.3913
Energy above the lowest of the compared OMol25 structures with the same formula, charge and spin in kcal per mole: 34.89

***

Record 4
ORCA calculation (the ωB97M-V functional and the def2-TZVPD basis) on an isolated molecule of Cl2S2.

```
! wB97M-V def2-TZVPD RIJCOSX def2/J DEFGRID3
* xyz 0 1
S 1.95 -0.43 0.99
S 0.27 -1.24 1.28
Cl -1.75 1.01 -1.74
Cl -0.34 0.56 -0.40
*
```

Computed properties:
Frontier orbital gap in eV: 5.91
LUMO energy in eV: -2.3563
Energy above the lowest of the compared OMol25 structures with the same formula, charge and spin in kcal per mole: 63.99

***

Record 5
ORCA calculation (the ωB97M-V functional and the def2-TZVPD basis) on a structure of composition C34H59BHgN2P2.

```
! wB97M-V def2-TZVPD RIJCOSX def2/J DEFGRID3
* xyz -1 2
Hg 0.69 -1.60 -0.13
C -0.06 -2.34 3.40
C -1.38 -2.51 2.93
C -1.36 -3.53 1.96
C -0.03 -3.98 1.82
C 0.78 -3.24 2.71
C 2.25 -3.46 2.93
C 0.41 -5.21 1.06
C -2.53 -4.12 1.22
C -2.57 -1.72 3.40
C 0.33 -1.40 4.51
H 2.83 -3.32 2.01
H 2.46 -4.48 3.29
H 2.65 -2.77 3.68
H 1.46 -5.14 0.77
H -0.18 -5.35 0.15
H 0.30 -6.12 1.67
H -2.32 -4.22 0.15
H -3.42 -3.49 1.32
H -2.79 -5.12 1.59
H -2.37 -0.64 3.41
H -2.87 -1.99 4.42
H -3.44 -1.88 2.75
H 1.39 -1.12 4.46
H 0.16 -1.84 5.50
H -0.24 -0.47 4.47
C -0.44 -0.81 -4.07
C -1.79 -1.36 -3.57
C -2.83 -1.23 -4.67
C -1.59 -2.84 -3.22
P -2.13 -0.46 -1.95
C -2.00 1.31 -2.50
N -0.68 1.84 -2.18
B 0.37 1.30 -1.36
N 1.39 2.32 -1.32
C 2.65 2.31 -0.59
P 2.44 1.26 0.93
C 1.89 2.54 2.20
C 2.93 3.55 2.70
C 1.33 1.74 3.39
C 0.72 3.31 1.57
C 4.23 0.78 1.26
C 4.49 -0.35 0.24
C 4.31 0.16 2.66
C 5.30 1.85 1.08
C 0.97 3.40 -2.09
C 1.59 4.61 -2.38
C 0.91 5.53 -3.17
C -0.36 5.26 -3.65
C -0.99 4.04 -3.37
C -0.31 3.12 -2.60
C -3.97 -0.53 -1.56
C -4.07 0.17 -0.19
C -4.96 0.12 -2.53
C -4.34 -2.00 -1.34
H -0.05 -1.47 -4.86
H 0.29 -0.76 -3.27
H -0.55 0.19 -4.50
H -2.42 -1.62 -5.61
H -3.13 -0.19 -4.84
H -3.73 -1.81 -4.44
H -1.19 -3.38 -4.08
H -2.52 -3.32 -2.93
H -0.88 -2.95 -2.39
H -2.76 1.89 -1.97
H -2.20 1.41 -3.57
H 2.95 3.33 -0.33
H 3.44 1.88 -1.21
H 3.70 3.07 3.30
H 2.43 4.30 3.33
H 3.41 4.08 1.87
H 2.12 1.27 3.97
H 0.66 0.95 3.04
H 0.76 2.39 4.06
H 1.06 4.03 0.82
H 0.19 3.87 2.35
H 0.01 2.63 1.09
H 3.79 -1.18 0.40
H 5.51 -0.72 0.36
H 4.36 -0.01 -0.79
H 3.47 -0.52 2.82
H 4.30 0.92 3.44
H 5.23 -0.42 2.76
H 5.30 2.26 0.07
H 6.29 1.41 1.25
H 5.19 2.68 1.78
H 2.58 4.84 -2.00
H 1.38 6.48 -3.40
H -0.88 6.00 -4.25
H -1.98 3.83 -3.76
H -3.89 1.25 -0.27
H -3.36 -0.24 0.52
H -5.08 0.04 0.22
H -4.69 1.15 -2.75
H -5.95 0.12 -2.07
H -5.03 -0.43 -3.47
H -3.57 -2.52 -0.77
H -4.49 -2.52 -2.29
H -5.28 -2.08 -0.78
*
```

Computed properties:
Frontier orbital gap (alpha / beta) in eV: 4.95 / 4.86
LUMO energy (alpha / beta) in eV: 2.4468 / 2.3837

***

Record 6
ORCA calculation (the ωB97M-V functional and the def2-TZVPD basis) on a structure of composition C3H4LiO3Pm.

```
! wB97M-V def2-TZVPD RIJCOSX def2/J DEFGRID3
* xyz 1 6
O -0.93 0.62 0.50
C -1.18 0.34 -0.76
C 0.40 0.49 1.07
O -2.36 0.38 -1.17
O -0.24 0.01 -1.57
C 0.90 -0.82 1.29
H 0.55 1.36 1.71
H 0.23 -1.56 1.74
H 1.95 -0.81 1.62
Li 1.32 -0.89 -0.98
Pm -2.06 -0.18 -3.63
H 1.42 1.05 0.18
*
```

Computed properties:
Frontier orbital gap (alpha / beta) in eV: 2.65 / 2.98
LUMO energy (alpha / beta) in eV: -5.8483 / -5.8052
Energy above the lowest of the compared OMol25 structures with the same formula, charge and spin in kcal per mole: 0.00

***

M
In order: 911.08 1054.68 1038.19 135.04 769.21 240.00
Unit: u